Run A
Entry from the Open Molecules 2025 dataset: a cluster of 2 separate species, C5H13N in total (wB97M-V/def2-TZVPD).

Calculated values
Lowest unoccupied orbital energy (spin up / spin down) ... -4.53 / -8.03 eV
Net charge ... +1
HOMO level (spin up / spin down) ... -0.539 / -0.540 hartree
Multiplicity ... 2

Last column: Löwdin spin population.
Positions of all 19 atoms, in Å:
1 C 0.451 -1.075 -1.562  0.0000
2 C -1.010 -1.233 -1.199  0.0080
3 C -1.926 -0.167 -1.812  0.0006
4 H 0.684 -0.006 -1.474  0.0001
5 H 1.183 -1.606 -0.953  0.0000
6 H 0.529 -1.337 -2.613  -0.0001
7 H -1.286 -2.260 -1.441  0.0004
8 H -1.190 -1.104 -0.123  0.0051
9 H -1.371 0.743 -2.071  0.0001
10 H -2.689 0.137 -1.102  0.0000
11 H -2.425 -0.469 -2.733  0.0001
12 C -0.276 0.569 2.048  0.4910
13 C 0.755 1.255 1.416  0.1598
14 N 2.018 0.880 1.607  0.2816
15 H -0.038 -0.313 2.622  0.0183
16 H -1.287 0.789 1.749  0.0206
17 H 0.636 2.064 0.703  0.0011
18 H 2.120 -0.128 1.731  0.0078
19 H 2.629 1.216 0.866  0.0055

Run B
Entry from the Open Molecules 2025 dataset: the ion C5H13N with charge +1 (wB97M-V/def2-TZVPD).

Calculated values
Lowest unoccupied orbital energy (spin up / spin down) ... -3.60 / -9.15 eV
Net charge ... +1
HOMO level (spin up / spin down) ... -0.539 / -0.538 hartree
Multiplicity ... 2

Last column: Löwdin spin population.
Positions of all 19 atoms, in Å:
1 C -1.338 -1.033 -0.954  0.1031
2 C 0.024 -0.921 -0.346  0.0426
3 C 0.338 0.269 0.671  0.0033
4 C 0.624 1.654 0.224  0.0020
5 C 1.558 -0.302 1.678  0.0050
6 N -1.574 0.123 -1.862  0.7360
7 H -1.308 -2.027 -1.390  0.0011
8 H -2.090 -1.132 -0.160  0.0524
9 H 0.813 -0.799 -1.201  0.0025
10 H 0.290 -1.737 0.301  0.0034
11 H -0.663 0.224 1.233  0.0022
12 H -0.059 2.161 -0.467  0.0012
13 H 0.822 2.298 1.046  0.0001
14 H 1.577 1.622 -0.447  0.0000
15 H 1.929 0.672 2.123  0.0005
16 H 0.925 -0.878 2.445  -0.0001
17 H 2.129 -1.101 1.131  0.0000
18 H -1.856 1.100 -1.519  0.0157
19 H -2.141 -0.193 -2.508  0.0291

run A is favored, and the nearest alternative lies 1.876 eV above it.

Run A
Entry from the Open Molecules 2025 dataset: an isolated molecule of C23H30N2O3 (wB97M-V/def2-TZVPD).

Calculated values
Lowest unoccupied orbital energy ... 0.76 eV
HOMO level ... -0.291 hartree
SMILES ... Cc1ccccc1[C@H](OC[C@H](O)CN1CCC(C(N)=O)CC1)c1ccccc1

Last column: Löwdin charge in e.
Positions of all 58 atoms, in Å:
1 C 1.231 1.034 1.662  -0.0137
2 C 1.136 1.308 0.193  -0.2076
3 C 0.542 2.491 -0.234  -0.0468
4 C 0.454 2.816 -1.575  -0.0873
5 C 0.953 1.942 -2.525  -0.0951
6 C 1.540 0.758 -2.115  -0.0602
7 C 1.645 0.432 -0.768  -0.1470
8 C 2.399 -0.831 -0.390  -0.2438
9 C 3.705 -0.432 0.273  -0.1603
10 C 4.074 -0.930 1.514  -0.0285
11 C 5.270 -0.544 2.093  -0.0780
12 C 6.110 0.339 1.439  -0.0950
13 C 5.748 0.837 0.198  -0.0801
14 C 4.552 0.454 -0.382  -0.0262
15 H 4.271 0.847 -1.348  0.1151
16 H 6.398 1.526 -0.320  0.1015
17 H 7.043 0.641 1.892  0.0990
18 H 5.547 -0.937 3.061  0.1020
19 H 3.417 -1.619 2.020  0.1154
20 O 1.700 -1.722 0.460  -0.1204
21 C 0.731 -2.543 -0.132  -0.1300
22 C -0.713 -1.977 -0.084  -0.3113
23 O -1.561 -2.886 0.589  -0.0385
24 H -1.646 -3.684 0.054  0.0988
25 C -1.238 -1.655 -1.504  -0.1281
26 N -2.452 -0.897 -1.663  -0.1598
27 C -2.369 0.545 -1.598  -0.1604
28 C -2.540 1.129 -0.194  -0.1338
29 H -1.713 0.831 0.449  0.0961
30 H -2.535 2.219 -0.251  0.1233
31 C -3.847 0.645 0.429  -0.2475
32 C -3.948 1.114 1.875  -0.5281
33 O -3.004 1.484 2.535  0.0641
34 N -5.206 1.077 2.379  0.1660
35 H -5.984 0.726 1.851  0.0983
36 H -5.348 1.310 3.348  0.1093
37 C -3.893 -0.888 0.390  -0.1247
38 C -3.663 -1.387 -1.045  -0.1744
39 H -4.499 -1.047 -1.671  0.1216
40 H -3.652 -2.478 -1.058  0.1166
41 H -3.123 -1.292 1.045  0.1092
42 H -4.861 -1.252 0.741  0.1142
43 H -4.696 1.046 -0.138  0.1476
44 H -3.171 0.936 -2.238  0.1249
45 H -1.416 0.864 -2.020  0.0979
46 H -1.390 -2.619 -2.015  0.1324
47 H -0.455 -1.111 -2.038  0.1123
48 H -0.708 -1.079 0.539  0.1392
49 H 1.015 -2.794 -1.165  0.1308
50 H 0.741 -3.464 0.464  0.1353
51 H 2.648 -1.368 -1.324  0.1556
52 H 1.936 0.078 -2.859  0.1167
53 H 0.887 2.178 -3.577  0.1040
54 H -0.004 3.745 -1.879  0.1058
55 H 0.147 3.170 0.508  0.1194
56 H 2.154 1.463 2.055  0.0953
57 H 0.393 1.487 2.187  0.0854
58 H 1.247 -0.032 1.864  0.0734

Run B
Entry from the Open Molecules 2025 dataset: an isolated molecule of C23H30N2O3 (wB97M-V/def2-TZVPD).

Calculated values
Lowest unoccupied orbital energy ... 0.63 eV
HOMO level ... -0.310 hartree
SMILES ... COc1cccc(CNC(=O)CCCC(=O)N[C@H](C)CCc2ccccc2)c1

Last column: Löwdin charge in e.
Positions of all 58 atoms, in Å:
1 C 5.393 -0.486 3.849  -0.0924
2 H 5.835 -1.487 3.891  0.0953
3 O 5.052 -0.125 2.534  -0.0845
4 C 4.138 -0.887 1.867  -0.2815
5 C 3.497 -2.004 2.389  -0.0415
6 C 2.584 -2.693 1.605  -0.0752
7 C 2.300 -2.286 0.317  -0.0410
8 C 2.932 -1.165 -0.211  -0.2097
9 C 3.845 -0.476 0.568  0.0218
10 H 4.355 0.396 0.185  0.1277
11 C 2.642 -0.699 -1.611  -0.1219
12 N 1.292 -0.998 -2.023  0.0652
13 C 0.997 -1.448 -3.256  -0.5058
14 O 1.832 -1.629 -4.123  0.0514
15 C -0.490 -1.696 -3.477  -0.1010
16 H -0.941 -2.070 -2.558  0.1088
17 H -0.589 -2.452 -4.257  0.1210
18 C -1.211 -0.424 -3.937  -0.1649
19 H -0.754 -0.079 -4.866  0.1195
20 H -2.256 -0.670 -4.147  0.1148
21 C -1.160 0.724 -2.918  -0.1004
22 C -1.783 0.324 -1.594  -0.4807
23 O -1.238 -0.441 -0.815  0.0366
24 N -2.990 0.862 -1.345  0.1128
25 H -3.421 1.470 -2.023  0.1517
26 C -3.727 0.609 -0.123  -0.3660
27 C -5.014 -0.152 -0.431  -0.0422
28 H -5.666 0.441 -1.069  0.0770
29 H -5.545 -0.380 0.489  0.0796
30 H -4.785 -1.086 -0.939  0.0799
31 C -4.025 1.919 0.616  -0.1540
32 H -4.458 1.665 1.583  0.1123
33 C -2.783 2.800 0.815  -0.1469
34 C -1.591 2.045 1.340  -0.2469
35 C -0.381 2.083 0.661  -0.0532
36 C 0.712 1.369 1.118  -0.0716
37 C 0.609 0.602 2.264  -0.0714
38 C -0.588 0.570 2.959  -0.0700
39 C -1.677 1.290 2.503  -0.0461
40 H -2.606 1.260 3.055  0.1129
41 H -0.676 -0.023 3.858  0.1022
42 H 1.457 0.030 2.607  0.0913
43 H 1.645 1.402 0.578  0.0953
44 H -0.295 2.674 -0.241  0.1137
45 H -2.512 3.267 -0.135  0.1063
46 H -3.041 3.603 1.512  0.1197
47 H -4.773 2.489 0.058  0.1152
48 H -3.065 -0.012 0.489  0.1396
49 H -1.672 1.594 -3.333  0.1137
50 H -0.118 0.991 -2.735  0.1175
51 H 0.541 -0.849 -1.352  0.0999
52 H 2.834 0.380 -1.686  0.1261
53 H 3.306 -1.201 -2.327  0.1339
54 H 1.591 -2.835 -0.282  0.1125
55 H 2.090 -3.561 2.015  0.1056
56 H 3.696 -2.346 3.392  0.1008
57 H 4.526 -0.443 4.517  0.0944
58 H 6.132 0.246 4.174  0.0926

run B is favored, and the nearest alternative lies 1.229 eV above it.